26
Properties=species:S:1:pos:R:3 method="wB97M-V/def2-TZVPD" e_tot_ev=-24380.5108 lumo_energy_ev=-0.4 de_lowest_kj_mol=538.6 orbital_gap_ha=0.2889
C 0.523 -0.579 -0.796
C 0.149 -1.894 -0.427
C -2.665 0.801 0.325
C -3.713 1.672 -0.372
C 1.787 1.554 -0.647
C 2.805 -0.681 -0.091
C 0.804 0.151 1.409
C 1.528 0.201 0.027
N -1.183 -3.807 0.007
N -0.579 -2.739 -0.018
O -2.698 0.272 1.400
S -1.303 0.763 -0.818
H -4.136 1.005 -1.175
H -3.158 2.494 -0.605
H -4.427 1.728 0.402
H 2.384 1.499 -1.645
H 0.944 2.165 -0.798
H 2.448 2.351 -0.020
H 3.398 -0.792 0.844
H 3.420 -0.216 -0.782
H 2.651 -1.712 -0.572
H 1.530 0.170 2.238
H 0.220 -0.709 1.513
H 0.197 0.947 1.566
H -1.482 -3.943 0.961
H 0.554 -0.701 -1.925



26
Properties=species:S:1:pos:R:3 method="wB97M-V/def2-TZVPD" spin_multiplicity=5 e_tot_ev=-24252.7582 lumo_energy_ev="-2.7 / -6.1" charge=+1 orbital_gap_ha="0.2196 / 0.2407"
C 0.969 0.298 -1.487
C 0.202 -0.086 -2.547
C -0.503 -1.273 -2.243
C -0.164 -1.927 -1.022
C 0.680 -1.172 -0.240
Pd -0.906 -0.026 -0.810
P -0.123 2.439 0.397
H 1.842 1.053 -1.720
H -0.013 0.322 -3.564
H -1.383 -1.638 -2.902
H 1.303 -1.716 0.607
H -0.686 -2.900 -0.946
H -1.100 3.065 1.257
H 0.172 3.464 -0.579
H 1.078 2.374 1.213
C -1.084 0.392 4.992
N -0.101 -0.295 4.177
C 1.004 -0.936 4.874
C -0.232 -0.116 2.880
N -0.780 0.286 1.893
H -0.855 0.195 6.040
H -2.092 0.036 4.746
H -1.081 1.473 4.794
H 1.119 -1.985 4.577
H 1.965 -0.439 4.681
H 0.771 -0.878 5.946



26
Properties=species:S:1:pos:R:3 method="wB97M-V/def2-TZVPD" spin_multiplicity=3 e_tot_ev=-16141.1177 lumo_energy_ev="-4.5 / -7.7" charge=+1 de_lowest_kj_mol=175.8 orbital_gap_ha="0.2434 / 0.2248"
C 0.846 -0.415 -2.251
C 1.917 0.542 -2.685
C 2.810 1.019 -1.797
C 1.954 0.933 -4.142
C -1.794 0.233 0.565
C -0.759 -0.463 2.729
C -0.976 1.947 2.266
C -0.806 0.598 1.651
N 1.042 0.326 -0.132
O 3.550 1.683 -1.212
O 0.207 -0.228 -0.963
O 0.620 0.545 1.044
H 0.084 -0.543 -3.052
H 1.218 -1.435 -2.246
H 1.913 2.017 -4.269
H 1.117 0.376 -4.512
H 2.890 0.594 -4.605
H -1.567 0.751 -0.331
H -1.814 -0.808 0.315
H -2.788 0.531 0.905
H -0.363 -1.417 2.383
H -1.813 -0.617 3.026
H -0.114 -0.281 3.663
H -0.823 2.654 1.553
H -1.905 1.947 2.816
H -0.434 2.018 3.146



27
Properties=species:S:1:pos:R:3 method="wB97M-V/def2-TZVPD" e_tot_ev=-26980.3820 lumo_energy_ev=-5.4 charge=+1 de_lowest_kj_mol=33.5 orbital_gap_ha=0.2758
C -2.300 -4.000 -0.219
N -1.911 -2.524 -0.113
C -2.463 -1.640 -1.035
C -1.746 -0.199 -0.602
S -0.127 -0.323 -1.609
C -1.252 -0.345 0.978
C -0.945 -1.983 0.953
H -1.881 -4.625 0.690
H -3.443 -4.152 -0.422
H -1.720 -4.407 -1.179
H -3.200 -1.853 -1.923
H -2.248 0.800 -0.947
H 0.031 -1.738 -1.750
H -2.068 -0.009 1.772
H -0.335 0.361 1.253
H -1.287 -2.349 2.033
H 0.209 -2.137 0.747
C 1.804 3.042 -0.307
C 3.194 2.503 -0.412
O 3.943 3.371 0.417
C 3.069 3.917 1.313
O 3.401 4.580 2.281
O 1.778 3.623 0.984
H 1.046 2.259 -0.394
H 1.600 3.820 -1.049
H 3.278 1.483 -0.023
H 3.572 2.525 -1.438



24
Properties=species:S:1:pos:R:3 method="wB97M-V/def2-TZVPD" e_tot_ev=-19296.3041 lumo_energy_ev="-0.8 / -0.7" de_lowest_kj_mol=402.0 orbital_gap_ha="0.2921 / 0.2649"
C 1.680 0.730 2.893
C -1.586 -1.086 0.978
C -0.725 -0.229 0.433
C 2.659 1.110 1.864
C 0.426 0.289 1.138
C -2.194 0.239 -1.521
C 0.058 -0.961 -1.907
C -0.775 0.042 -1.054
N 0.516 0.337 2.520
P 1.672 1.336 0.333
H 1.916 0.849 4.034
H -2.479 -1.496 0.398
H -1.532 -1.356 2.069
H 3.626 1.669 2.115
H 3.216 0.119 1.656
H 2.043 -0.970 0.683
H -2.139 0.245 -2.635
H -2.605 1.199 -1.238
H -2.968 -0.476 -1.011
H -0.531 -1.876 -1.859
H 0.930 -1.259 -1.494
H 0.120 -0.684 -2.923
H -0.240 0.917 -1.242
H 1.028 2.650 0.774



24
Properties=species:S:1:pos:R:3 method="wB97M-V/def2-TZVPD" e_tot_ev=-20839.4393 lumo_energy_ev=-4.5 charge=+1 smiles="C[NH+](C)C1=CCCCC1=S" de_lowest_kj_mol=229.9 orbital_gap_ha=0.3117
C 0.243 1.109 -0.416
C -0.279 -0.086 -0.191
C 0.445 -1.413 -0.625
C 1.491 1.252 -1.222
C 1.899 -1.203 -0.959
C 2.421 0.154 -0.633
C -1.346 -0.622 1.931
C -2.576 0.835 0.475
N -1.565 -0.351 0.467
S -0.454 -2.690 -0.770
H -0.093 2.046 0.102
H 1.494 1.173 -2.275
H 1.932 2.189 -1.003
H 2.340 -2.079 -0.649
H 2.053 -1.230 -2.038
H 3.454 0.381 -1.066
H 2.433 0.400 0.544
H -0.758 0.318 2.218
H -2.399 -0.549 2.302
H -0.614 -1.456 2.007
H -2.061 1.538 1.232
H -2.640 1.144 -0.571
H -3.457 0.384 1.053
H -1.963 -1.244 0.085



23
Properties=species:S:1:pos:R:3 method="wB97M-V/def2-TZVPD" e_tot_ev=-10566.8215 lumo_energy_ev=0.9 smiles="C=CC(C)(C)OC(=C)C" de_lowest_kj_mol=310.9 orbital_gap_ha=0.3519
C 0.389 0.803 0.240
C 1.245 1.987 -0.207
C 0.263 0.789 1.765
C -1.293 -1.431 -0.076
C 0.496 -1.549 -0.073
C -0.986 0.815 -0.446
C 1.132 -2.705 0.002
C -1.102 0.868 -1.801
O 1.108 -0.367 -0.209
H -1.751 1.294 0.153
H 1.364 1.974 -1.289
H 2.234 1.915 0.249
H 0.769 2.921 0.092
H -0.154 1.731 2.109
H -0.373 -0.014 2.117
H 1.249 0.640 2.213
H -1.468 -1.672 -1.124
H -1.449 -2.348 0.492
H -2.123 -0.925 0.416
H 0.589 -3.636 0.001
H 2.211 -2.746 0.092
H -1.998 1.230 -2.281
H -0.348 0.426 -2.435



26
Properties=species:S:1:pos:R:3 method="wB97M-V/def2-TZVPD" e_tot_ev=-31192.4731 lumo_energy_ev=0.0 de_lowest_kj_mol=0.0 orbital_gap_ha=0.3302
C -0.209 1.844 0.890
C 0.833 1.240 1.490
C 0.215 2.076 -0.638
C 1.052 0.756 2.873
C -3.460 -0.373 -0.255
C 2.420 -0.538 -2.029
C -2.002 -0.131 -0.562
C 2.047 -0.540 -0.432
O -2.491 2.617 -0.820
O 2.944 2.047 -0.227
P -1.516 1.620 -0.387
P 1.745 1.256 -0.040
H 0.350 3.123 -0.897
H 1.741 -0.158 2.772
H 0.127 0.250 3.276
H 1.560 1.371 3.779
H -3.648 -0.597 0.831
H -3.943 0.396 -0.889
H -3.750 -1.397 -0.791
H 1.661 0.014 -2.511
H 3.401 -0.186 -2.087
H 2.422 -1.557 -2.373
H -1.994 -0.329 -1.699
H -1.394 -0.864 0.007
H 3.023 -0.745 0.106
H 1.131 -1.190 -0.353



27
Properties=species:S:1:pos:R:3 method="wB97M-V/def2-TZVPD" e_tot_ev=-27549.6258 lumo_energy_ev=0.6 smiles="O=C(O)CC[C@H](CCCS)C(=O)O" de_lowest_kj_mol=11.6 orbital_gap_ha=0.3539
O 0.463 -2.654 1.919
C 1.228 -1.729 1.931
O 1.459 -0.999 3.032
H 0.951 -1.342 3.784
C 2.067 -1.262 0.767
C 1.335 -1.370 -0.571
H 0.727 -2.276 -0.570
H 2.073 -1.449 -1.372
C 0.440 -0.154 -0.853
C -0.020 -0.230 -2.296
O 0.284 0.550 -3.158
O -0.798 -1.292 -2.528
H -1.061 -1.322 -3.461
H 1.041 0.756 -0.758
C -0.767 -0.092 0.087
C -1.665 1.125 -0.151
C -0.978 2.430 0.217
H -0.568 2.395 1.228
H -0.184 2.675 -0.486
S -2.116 3.856 0.122
H -2.955 3.431 1.065
H -2.565 1.011 0.460
H -1.979 1.167 -1.195
H -0.411 -0.067 1.118
H -1.354 -1.003 -0.043
H 2.409 -0.244 0.960
H 2.944 -1.915 0.751



| no. | M (g mol⁻¹) |
| --- | --- |
| 1 | 186.28 |
| 2 | 275.61 |
| 3 | 172.20 |
| 4 | 204.27 |
| 5 | 155.18 |
| 6 | 156.27 |
| 7 | 126.20 |
| 8 | 204.15 |
| 9 | 206.26 |